The molecule C8H2N4 at a distorted geometry. Source: the Open Molecules 2025 dataset; level of theory: the ωB97M-V functional and the def2-TZVPD basis.

Summary:
- SMILES = N#CC(C#N)=CC=C(C#N)C#N
- HOMO energy (eV) = -10.8
- F_max (eV/Å) = 1.02
- E (eV) = -14285.2808
- gap between HOMO and LUMO (eV) = 8.26
- energy relative to the best compared isomer or geometry (same formula, charge and spin) (kJ/mol) = 0.00
- E_LUMO (eV) = -2.5835

Cartesian coordinates (Å):
C (2.58343, 0.94214, 0.66160)
C (0.84907, -0.49492, 1.41034)
C (-1.41862, 0.59639, 0.74772)
C (-2.59692, -0.92047, -0.63664)
C (0.92331, 0.23968, -0.93669)
C (-0.32913, -0.38020, -1.23779)
C (1.37753, 0.26565, 0.33608)
C (-1.35976, -0.27581, -0.36868)
N (3.54627, 1.50912, 0.91284)
N (0.52239, -1.17068, 2.27642)
N (-1.54786, 1.35414, 1.59695)
N (-3.59362, -1.43574, -0.86108)
H (1.49762, 0.68736, -1.73375)
H (-0.45369, -0.91666, -2.16733)

Here are the Mulliken charges for atoms 1 to 2, given in e: atom 1 (C): -0.125, atom 2 (C): 0.132

***

A cluster of 6 separate species, C8H30B3N10O11PS in total at a distorted geometry. Source: the Open Molecules 2025 dataset; level of theory: the ωB97M-V functional and the def2-TZVPD basis.

Summary:
- SMILES = CCCOB1OBOB(P(O)(O)=S)O1.NC(N)=O.NC(N)=O.NC(N)=O.NC(N)=O.NC(N)=O
- HOMO energy (eV) = -9.0
- F_max (eV/Å) = 1.42
- E (eV) = -68374.8983
- gap between HOMO and LUMO (eV) = 9.21
- E_LUMO (eV) = 0.1712

Cartesian coordinates (Å):
C (-2.70187, -0.78302, 1.11662)
C (-2.08232, -2.03602, 0.47853)
C (-1.10519, -1.77944, -0.67386)
O (-1.18496, -0.42352, -1.17838)
B (-0.23460, 0.44947, -0.84227)
O (-0.55825, 1.78395, -0.58736)
B (0.55319, 2.50081, -0.20394)
O (1.40607, 1.91488, 0.73843)
B (1.66068, 0.61355, 0.40984)
P (2.58741, -0.62359, 1.55925)
O (3.85799, 0.15781, 2.11166)
O (3.12487, -1.80539, 0.62432)
S (1.45740, -1.35695, 2.93562)
O (1.13299, 0.13695, -0.76928)
H (-2.84945, 0.02615, 0.41087)
H (-2.12829, -0.44445, 1.97695)
H (-3.68533, -1.03957, 1.50768)
H (-1.54966, -2.56904, 1.26260)
H (-2.86886, -2.69954, 0.13826)
H (-0.09169, -2.03867, -0.37304)
H (-1.34998, -2.43926, -1.49767)
H (0.81402, 3.54829, -0.69016)
H (4.26032, -0.35166, 2.84661)
H (3.62853, -1.47633, -0.12864)
C (1.72215, -1.48550, -4.56853)
O (2.03390, -2.53534, -4.03474)
N (2.04567, -1.20111, -5.86951)
N (1.02761, -0.50644, -3.91540)
H (1.80704, -0.33996, -6.32269)
H (2.55894, -1.89682, -6.37560)
H (0.79019, -0.67520, -2.95423)
H (0.76894, 0.36514, -4.34167)
C (-0.39390, 3.81379, -4.15439)
O (0.73069, 3.45322, -4.46463)
N (-0.95698, 4.96013, -4.64426)
N (-1.16698, 3.08908, -3.29555)
H (-1.87752, 5.27181, -4.40209)
H (-0.40478, 5.50767, -5.27630)
H (-0.76272, 2.26062, -2.91106)
H (-2.09770, 3.33988, -3.02194)
C (-2.10086, 2.22515, 4.77424)
O (-3.09162, 1.71502, 5.25868)
N (-0.99634, 1.49828, 4.41767)
N (-2.00992, 3.57508, 4.54304)
H (-0.17534, 1.89973, 4.00699)
H (-1.02889, 0.50609, 4.56389)
H (-2.80282, 4.13472, 4.79205)
H (-1.20602, 4.01666, 4.14110)
C (4.15790, 0.69351, 5.00708)
O (4.62310, -0.31156, 4.48214)
N (2.84613, 1.04101, 4.88214)
N (4.93715, 1.54675, 5.73906)
H (2.46165, 1.88299, 5.26470)
H (2.26355, 0.40028, 4.35447)
H (5.90681, 1.31302, 5.83694)
H (4.58612, 2.37496, 6.17904)
C (-2.99717, -5.04847, -2.04534)
O (-2.18486, -4.71347, -1.20227)
N (-2.81413, -4.78916, -3.37656)
N (-4.15297, -5.70877, -1.72596)
H (-3.46639, -5.05596, -4.08818)
H (-1.96808, -4.31878, -3.64010)
H (-4.30920, -5.91430, -0.75758)
H (-4.83342, -5.99484, -2.40281)

Here are the Mulliken charges for atoms 1 to 2, given in e: atom 1 (C): -1.152, atom 2 (C): -0.130

***

A structure of composition C8H32B4MnO4S2 at a distorted geometry. Source: the Open Molecules 2025 dataset; level of theory: the ωB97M-V functional and the def2-TZVPD basis.

Summary:
- charge = -2
- 2S+1 = 6
- HOMO energy (spin up / spin down) (eV) = -1.8 / -2.6
- F_max (eV/Å) = 1.61
- E (eV) = -72696.9741
- gap between HOMO and LUMO (spin up / spin down) (eV) = 5.74 / 6.52
- energy relative to the best compared isomer or geometry (same formula, charge and spin) (kJ/mol) = 0.00
- E_LUMO (spin up / spin down) (eV) = 3.9056 / 3.9053

Cartesian coordinates (Å):
Mn (-1.05032, -3.03991, 0.43739)
B (-0.01054, -0.91145, 0.92011)
H (0.06408, -1.77441, 1.73758)
H (0.31125, 0.13754, 1.44298)
H (0.68451, -1.20322, -0.01801)
H (-1.17075, -0.92934, 0.65399)
B (-2.24133, -2.21154, -1.33244)
H (-1.08630, -1.99713, -1.19338)
H (-2.55388, -2.24617, -2.50266)
H (-2.36341, -3.32804, -0.94781)
H (-2.99811, -1.45059, -0.76761)
B (-2.01294, -4.31134, 2.04292)
H (-1.00379, -4.92799, 1.78988)
H (-1.78234, -3.18856, 2.35394)
H (-2.66606, -4.27563, 1.05412)
H (-2.47863, -4.97218, 2.94391)
B (0.55425, -4.32552, -0.61049)
H (0.66888, -4.03076, 0.54273)
H (1.21040, -5.32042, -0.81963)
H (-0.60240, -4.59045, -0.67511)
H (0.89176, -3.35225, -1.23832)
C (-2.34244, 4.68279, 1.00710)
C (-2.31316, 3.38063, 1.81582)
C (-1.41465, 2.36202, 1.11857)
S (-1.16566, 2.95019, -0.60132)
O (-1.67965, 2.05002, -1.58569)
O (0.18349, 3.44710, -0.73882)
C (-2.36523, 4.32299, -0.45390)
H (-1.47994, 5.32955, 1.19205)
H (-3.21266, 5.26807, 1.31887)
H (-3.30867, 2.93249, 1.73994)
H (-2.15184, 3.56874, 2.87493)
H (-1.95113, 1.44000, 0.88683)
H (-0.44647, 2.07023, 1.51139)
H (-3.29982, 3.91611, -0.83907)
H (-2.01755, 5.07698, -1.15986)
C (3.77737, 1.09368, 0.13101)
C (3.80980, -0.36532, -0.28776)
C (3.64495, -0.30674, -1.79503)
S (2.43898, 1.04840, -2.13192)
O (1.23180, 0.40528, -2.55837)
O (3.06837, 2.01286, -3.01267)
C (2.45651, 1.64916, -0.36956)
H (4.63531, 1.62331, -0.29861)
H (3.90980, 1.23118, 1.20858)
H (3.02058, -0.97630, 0.14938)
H (4.78840, -0.80645, -0.07336)
H (3.31023, -1.22398, -2.26932)
H (4.49740, 0.12969, -2.32416)
H (1.56752, 1.20365, 0.07514)
H (2.44401, 2.73304, -0.34424)

Here are the Mulliken charges for atoms 1 to 2, given in e: atom 1 (Mn): -0.040, atom 2 (B): 0.777

***

A cluster of 8 separate species, C8H32N12O8 in total at a distorted geometry. Source: the Open Molecules 2025 dataset; level of theory: the ωB97M-V functional and the def2-TZVPD basis.

Summary:
- SMILES = NC(N)=O.NC(N)=O.NC(N)=O.NC(N)=O.NC(N)=O.NC(N)=O.CO.CO
- HOMO energy (eV) = -9.6
- F_max (eV/Å) = 7.58
- E (eV) = -43076.8579
- gap between HOMO and LUMO (eV) = 9.61
- energy relative to the best compared isomer or geometry (same formula, charge and spin) (kJ/mol) = 539.04
- E_LUMO (eV) = 0.0213

Cartesian coordinates (Å):
C (4.61902, 4.16389, 1.70488)
O (3.85324, 5.38339, 1.47763)
H (4.03636, 3.57099, 2.40991)
H (4.73389, 3.55782, 0.80622)
H (5.59963, 4.39112, 2.12306)
H (3.20266, 5.45410, 2.18002)
C (0.53303, -0.69986, -4.82893)
O (-0.65409, -0.39387, -5.47298)
H (0.58326, -1.39765, -3.99307)
H (1.22283, -1.11512, -5.56367)
H (1.03526, 0.24445, -4.61885)
H (-1.20455, -1.17938, -5.43351)
C (-1.10866, 6.21233, 3.05250)
O (-0.32666, 5.29521, 3.19929)
N (-2.37618, 6.20017, 2.78310)
N (-0.81114, 7.45237, 3.38745)
H (-2.90587, 7.04045, 2.60019)
H (-2.86393, 5.32172, 2.68057)
H (0.06563, 7.59083, 3.86933)
H (-1.59039, 8.07361, 3.55155)
C (-0.11840, 0.51796, 0.60436)
O (-0.18544, -0.62548, 0.21138)
N (0.54252, 0.99842, 1.57261)
N (-0.73284, 1.48612, -0.00673)
H (0.43902, 1.95070, 1.89282)
H (1.27997, 0.36294, 1.84173)
H (-0.72937, 2.40330, 0.41621)
H (-1.12319, 1.21058, -0.89657)
C (-1.91818, -5.58729, -2.63765)
O (-2.46651, -6.21779, -3.52166)
N (-1.85037, -4.29862, -2.62733)
N (-1.23000, -6.06878, -1.67876)
H (-1.21811, -3.83841, -1.98815)
H (-2.42019, -3.77034, -3.27256)
H (-0.97559, -5.44313, -0.92780)
H (-1.24868, -7.07810, -1.64676)
C (-5.30902, 1.93725, -2.78763)
O (-5.38491, 2.63583, -1.80821)
N (-5.01086, 0.67894, -2.73852)
N (-5.70738, 2.28194, -4.00623)
H (-5.06250, 0.08523, -3.55397)
H (-4.89787, 0.28878, -1.81380)
H (-5.88929, 1.64348, -4.76740)
H (-5.91628, 3.26970, -4.03445)
C (-0.48269, -5.18106, 3.40429)
O (-1.65291, -4.97960, 3.59149)
N (0.06263, -6.27923, 3.66124)
N (0.32019, -4.34006, 2.86127)
H (1.04223, -6.47295, 3.50975)
H (-0.56177, -6.85045, 4.21255)
H (-0.09622, -3.50325, 2.47856)
H (1.19301, -4.81283, 2.67483)
C (5.21362, -1.88098, 1.08971)
O (5.10734, -2.58307, 2.08029)
N (6.20467, -1.04860, 0.88479)
N (4.29606, -1.73955, 0.17937)
H (6.82746, -0.95792, 1.67472)
H (6.21893, -0.33543, 0.16974)
H (3.32169, -1.87454, 0.40848)
H (4.47613, -1.14999, -0.62069)

Here are the Mulliken charges for atoms 1 to 2, given in e: atom 1 (C): -0.470, atom 2 (O): -0.509

***

A structure of composition C8H32N17NiO11 at a distorted geometry. Source: the Open Molecules 2025 dataset; level of theory: the ωB97M-V functional and the def2-TZVPD basis.

Summary:
- charge = +1
- 2S+1 = 3
- HOMO energy (spin up / spin down) (eV) = -11.0 / -11.0
- F_max (eV/Å) = 9.10
- E (eV) = -97703.9469
- gap between HOMO and LUMO (spin up / spin down) (eV) = 5.22 / 4.22
- energy relative to the best compared isomer or geometry (same formula, charge and spin) (kJ/mol) = 797.82
- E_LUMO (spin up / spin down) (eV) = -5.8179 / -6.8099

Cartesian coordinates (Å):
Ni (2.44135, 1.88794, 1.43279)
N (0.11924, 0.77083, -0.17769)
O (0.83462, -0.04084, -0.78997)
O (-1.02142, 0.91170, -0.43618)
O (0.60586, 1.53937, 0.56762)
C (2.04084, 0.44227, -4.59976)
O (3.11058, 0.33900, -4.01500)
N (0.93740, 0.12591, -4.01850)
N (1.84487, 0.71527, -5.79513)
H (0.96608, 0.03006, -3.01347)
H (0.01940, 0.23777, -4.42455)
H (2.56459, 1.32387, -6.15804)
H (0.93793, 0.60255, -6.22509)
C (-3.97234, 0.33628, 2.36530)
O (-3.76072, 1.45270, 2.78050)
N (-3.48791, -0.16039, 1.26164)
N (-4.74315, -0.56978, 2.92245)
H (-2.74975, 0.31139, 0.75899)
H (-3.47452, -1.15501, 1.08658)
H (-5.03779, -0.40674, 3.87466)
H (-4.93040, -1.40478, 2.38597)
C (-3.34429, -0.88799, -2.43056)
O (-2.77452, -1.89312, -2.07798)
N (-3.02609, 0.35666, -2.16863)
N (-4.37354, -0.82163, -3.24705)
H (-2.31923, 0.55528, -1.47510)
H (-3.43114, 1.17497, -2.60039)
H (-4.55108, 0.00223, -3.80368)
H (-4.64684, -1.74044, -3.56516)
C (3.44813, -3.00863, -1.87321)
O (4.45139, -3.76404, -2.02894)
N (2.79906, -2.55803, -0.80436)
N (2.97732, -2.46211, -2.91629)
H (2.18521, -1.77645, -0.98442)
H (3.38751, -2.52856, 0.01598)
H (3.60749, -2.43405, -3.70509)
H (2.09791, -1.96538, -2.91745)
C (-1.36375, -2.88289, 0.95638)
O (-2.55418, -2.80231, 1.29080)
N (-0.43225, -3.56486, 1.56523)
N (-0.87483, -2.39816, -0.14582)
H (0.43580, -3.92732, 1.19752)
H (-0.73317, -4.07058, 2.38608)
H (0.13121, -2.40398, -0.23502)
H (-1.36032, -1.80710, -0.80540)
C (1.43512, 2.65223, 4.38209)
O (1.53190, 2.24685, 3.23844)
N (1.49351, 3.91887, 4.75747)
N (1.07408, 2.01950, 5.43538)
H (1.74371, 4.64029, 4.09637)
H (1.65821, 4.03805, 5.74680)
H (0.92596, 1.03312, 5.27655)
H (1.09387, 2.54597, 6.29709)
C (-0.86047, 4.31132, -1.40759)
O (-0.94717, 5.44305, -1.85200)
N (-1.83331, 3.90248, -0.66961)
N (0.18191, 3.54091, -1.38227)
H (-1.63393, 3.06381, -0.14333)
H (-2.56456, 4.59767, -0.62384)
H (0.05930, 2.54787, -1.24467)
H (1.02458, 3.90579, -1.80281)
C (2.69845, -1.26708, 2.36114)
O (2.61076, -0.05072, 1.94876)
N (2.00636, -1.93033, 3.27489)
N (3.66288, -1.97535, 2.00545)
H (1.13887, -1.53574, 3.60932)
H (2.18732, -2.91058, 3.43759)
H (3.96957, -2.82049, 2.46565)
H (4.36260, -1.59820, 1.38236)

Here are the Mulliken charges for atoms 1 to 2, given in e: atom 1 (Ni): 1.161, atom 2 (N): -0.175

***

Which of these has the highest E? C8H2N4

***

Which of these has the highest F_max? C8H32N17NiO11